i.
One molecule with the formula C5H10FN. Source: OMol25; level of theory: wB97M-V/def2-TZVPD.

Geometry as XYZ:
```
17
C5H10FN (wB97M-V/def2-TZVPD)
C -0.484 1.541 0.061
C -0.189 -0.009 -0.023
C -1.529 -0.774 0.271
C 0.784 -0.337 -1.214
C 0.926 -0.493 0.886
H -0.729 1.778 1.163
H 0.493 2.043 -0.156
H -1.449 1.993 -0.558
H -1.785 -0.417 1.310
H -1.559 -1.854 -0.003
H 0.992 -1.441 -1.594
H 0.769 0.423 -1.988
H 2.710 -0.552 -0.493
H 0.809 -1.611 0.794
H 0.953 -0.152 2.116
N 1.860 0.068 -0.129
F -2.572 -0.205 -0.444
```

- SMILES: CC1(CF)CNC1

Table of Mulliken atomic charges, one value per atom, all in e: atom 1 (C): -1.384, atom 2 (C): 1.032, atom 3 (C): -0.539, atom 4 (C): -0.708, atom 5 (C): -0.567, atom 6 (H): 0.326, atom 7 (H): 0.423, atom 8 (H): 0.263, atom 9 (H): 0.293, atom 10 (H): 0.301, atom 11 (H): 0.306, atom 12 (H): 0.292, atom 13 (H): 0.282, atom 14 (H): 0.306, atom 15 (H): 0.269, atom 16 (N): -0.585, atom 17 (F): -0.309

***

ii.
One molecule with the formula C5H10FN. Source: OMol25; level of theory: wB97M-V/def2-TZVPD.

Geometry as XYZ:
```
17
C5H10FN (wB97M-V/def2-TZVPD)
C 1.481 -1.297 0.142
C 0.992 1.123 -0.242
C -0.410 1.507 0.103
C -0.619 -0.009 0.346
C -1.786 -0.636 -0.374
H 1.098 -2.322 -0.044
H 2.390 -1.227 -0.420
H 1.636 -1.201 1.253
H 1.528 1.601 -1.135
H 1.630 1.223 0.666
H -1.019 1.910 -0.714
H -0.498 2.165 1.047
H -0.567 -0.252 1.433
H -1.677 -0.420 -1.492
H -1.718 -1.672 -0.277
N 0.587 -0.301 -0.392
F -3.047 -0.190 0.099
```

- SMILES: CN1CC[C@H]1CF

Table of Mulliken atomic charges, one value per atom, all in e: atom 1 (C): -0.983, atom 2 (C): -0.468, atom 3 (C): -0.595, atom 4 (C): 0.238, atom 5 (C): -0.658, atom 6 (H): 0.268, atom 7 (H): 0.340, atom 8 (H): 0.368, atom 9 (H): 0.276, atom 10 (H): 0.266, atom 11 (H): 0.249, atom 12 (H): 0.222, atom 13 (H): 0.350, atom 14 (H): 0.309, atom 15 (H): 0.322, atom 16 (N): -0.189, atom 17 (F): -0.317

***

Result of the stability comparison: ii is the most stable of them.

***

i.
A 2-piece molecular cluster, C2H3NO2S2 overall. Source: OMol25; level of theory: wB97M-V/def2-TZVPD.

Geometry as XYZ:
```
10
C2H3NO2S2 (wB97M-V/def2-TZVPD)
C 1.317 -0.684 0.381
C 0.091 -0.454 0.842
N 2.288 -1.623 0.970
O 3.291 -1.798 0.318
O 1.920 -2.215 2.023
S -0.912 1.409 -0.885
S -0.931 -0.939 2.052
H 1.810 -0.020 -0.389
H -1.836 0.845 -1.631
H -0.079 -1.932 2.501
```

Table of Mulliken atomic charges, one value per atom, all in e: atom 1 (C): -0.060, atom 2 (C): -0.094, atom 3 (N): 0.931, atom 4 (O): -0.519, atom 5 (O): -0.605, atom 6 (S): -0.182, atom 7 (S): -0.154, atom 8 (H): 0.313, atom 9 (H): 0.152, atom 10 (H): 0.219

***

ii.
One molecule with the formula C2H3NO2S2. Source: OMol25; level of theory: wB97M-V/def2-TZVPD.

Geometry as XYZ:
```
10
C2H3NO2S2 (wB97M-V/def2-TZVPD)
C 0.785 -0.315 0.083
C -0.441 0.291 0.108
N -1.771 -0.610 0.028
O -1.571 -1.793 -0.059
O -2.824 -0.068 0.104
S 2.396 0.342 0.008
S -0.790 1.993 0.065
H 0.632 -1.319 -0.062
H 2.926 -0.645 -0.603
H 0.657 2.126 0.328
```

Table of Mulliken atomic charges, one value per atom, all in e: atom 1 (C): -0.399, atom 2 (C): 0.324, atom 3 (N): 0.911, atom 4 (O): -0.586, atom 5 (O): -0.555, atom 6 (S): -0.180, atom 7 (S): -0.186, atom 8 (H): 0.426, atom 9 (H): 0.134, atom 10 (H): 0.111

***

iii.
One molecule with the formula C2H3NO2S2. Source: OMol25; level of theory: wB97M-V/def2-TZVPD.

Geometry as XYZ:
```
10
C2H3NO2S2 (wB97M-V/def2-TZVPD)
C 1.352 0.483 0.013
C 0.255 1.162 -0.087
N -0.211 -1.415 -0.278
O -1.680 0.086 1.374
O -2.039 0.098 -1.004
S 1.453 -1.229 -0.045
S -1.159 0.066 0.082
H 2.384 0.927 0.027
H 0.067 2.247 0.074
H -0.422 -2.426 -0.155
```

- SMILES: O=S1(=O)C=CSN1

Table of Mulliken atomic charges, one value per atom, all in e: atom 1 (C): -0.045, atom 2 (C): -0.392, atom 3 (N): -0.313, atom 4 (O): -0.520, atom 5 (O): -0.529, atom 6 (S): 0.045, atom 7 (S): 0.922, atom 8 (H): 0.252, atom 9 (H): 0.319, atom 10 (H): 0.260

***

Result of the stability comparison: iii is the most stable of them.

***

i.
An isolated ion of composition CH6N3OS and charge +1. Source: OMol25; level of theory: wB97M-V/def2-TZVPD.

Geometry as XYZ:
```
12
CH6N3OS (wB97M-V/def2-TZVPD)
C 0.040 -0.489 0.732
N 0.898 -0.418 1.787
N 0.466 -0.417 -0.565
N -0.774 0.191 -1.567
O -1.254 -0.718 1.045
S -0.388 1.686 -2.190
H 1.948 -0.335 1.882
H 0.482 -0.842 2.629
H 1.441 0.041 -0.794
H -1.052 -0.402 -2.322
H -1.888 -0.349 0.341
H 0.080 2.053 -0.979
```

- Charge: +1
- SMILES: N/C(O)=[NH+]/NS

Table of Mulliken atomic charges, one value per atom, all in e: atom 1 (C): 0.614, atom 2 (N): -0.367, atom 3 (N): -0.250, atom 4 (N): -0.294, atom 5 (O): -0.443, atom 6 (S): -0.016, atom 7 (H): 0.274, atom 8 (H): 0.287, atom 9 (H): 0.318, atom 10 (H): 0.261, atom 11 (H): 0.464, atom 12 (H): 0.151

***

ii.
A 2-piece molecular cluster, CH6N3OS overall. Source: OMol25; level of theory: wB97M-V/def2-TZVPD.

Geometry as XYZ:
```
12
CH6N3OS (wB97M-V/def2-TZVPD)
C 1.929 0.049 0.147
N 1.994 0.587 1.207
N -0.664 0.023 0.199
N -1.039 -1.168 -0.311
O 1.648 -0.541 -0.794
S -0.993 1.343 -0.732
H -0.154 2.257 0.029
H 2.779 0.524 1.842
H -1.985 -1.380 -0.475
H -0.525 -1.480 -1.155
H -0.707 -1.982 0.445
H -2.282 1.767 -0.400
```

- Charge: +1

Table of Mulliken atomic charges, one value per atom, all in e: atom 1 (C): 0.598, atom 2 (N): -0.433, atom 3 (N): -0.520, atom 4 (N): -0.214, atom 5 (O): -0.416, atom 6 (S): 0.006, atom 7 (H): 0.313, atom 8 (H): 0.296, atom 9 (H): 0.341, atom 10 (H): 0.364, atom 11 (H): 0.401, atom 12 (H): 0.263

***

Result of the stability comparison: i is the most stable of them.